Molecular formula: C28H45BrINO17S
Method: DFT, ωB97M-V with the def2-TZVPD basis set

Summary:
* HOMO-LUMO gap: 9.002 eV
* multiplicity: 1
* SMILES: CO[C@@](I)(CCCS)CNCC(=O)Br.C[C@@H]1COC(=O)O1.C[C@@H]1COC(=O)O1.C[C@@H]1COC(=O)O1.C[C@@H]1COC(=O)O1.C[C@@H]1COC(=O)O1
* E_HOMO: -8.955 eV
* E_tot: -155040.5957 eV
* charge: 0

Positions of all 94 atoms, in Å:
C 2.41656 0.76138 5.12211
O 1.84451 1.37107 3.93837
C 2.17901 0.67330 2.72192
I 2.38453 -1.49177 2.90642
C 0.92077 0.93055 1.71323
C -0.25469 -0.14808 1.85621
C -1.61634 0.58180 1.33119
S -2.59143 1.26884 2.79476
C 3.47995 1.37643 2.06465
N 4.20115 0.46483 1.11261
C 5.50536 -0.00632 1.71635
C 5.74367 -1.49924 1.11143
O 6.36186 -2.39379 1.70203
Br 4.92448 -1.82273 -0.68393
H 1.69081 -0.03368 5.48918
H 2.42896 1.57976 5.93627
H 3.49385 0.41367 5.01129
H 1.26507 1.10113 0.63386
H 0.48483 1.94256 2.06311
H -0.08514 -1.03156 1.14928
H -0.47795 -0.46311 2.92954
H -1.35732 1.49124 0.69073
H -2.27587 -0.18135 0.79228
H -3.73087 0.45456 2.86480
H 4.17833 1.76501 2.89931
H 3.08858 2.32442 1.54441
H 4.49775 1.06703 0.32085
H 5.33496 -0.15166 2.83082
H 6.37802 0.67726 1.45362
C -6.27993 5.38452 0.07978
C -5.40881 4.21964 0.49733
C -4.00591 4.28639 -0.02870
O -3.63374 2.91144 -0.06121
C -4.78315 2.20338 -0.22763
O -4.82821 1.03160 -0.48123
O -5.87629 2.99861 -0.07270
H -5.96891 6.30448 0.57983
H -6.23705 5.54296 -1.00098
H -7.32565 5.18565 0.32527
H -5.42627 4.10935 1.58712
H -3.33926 4.85358 0.62314
H -3.93846 4.68620 -1.04523
C 8.27913 -1.92292 -1.38537
C 9.60607 -1.29913 -1.75777
C 10.62665 -1.33220 -0.65810
O 11.45246 -0.21819 -0.98272
C 10.66440 0.66658 -1.65716
O 10.97909 1.78892 -1.92182
O 9.46738 0.10149 -1.98718
H 8.36916 -3.00701 -1.28761
H 7.90359 -1.51839 -0.44295
H 7.52677 -1.69858 -2.14420
H 9.98965 -1.75362 -2.67805
H 11.20727 -2.25623 -0.65105
H 10.20162 -1.16852 0.33705
C -5.53320 3.05513 -4.60329
C -6.94558 3.57697 -4.46080
C -7.40716 4.41639 -5.61568
O -8.39212 5.24666 -5.00708
C -8.04179 5.36790 -3.69552
O -8.53986 6.13914 -2.92899
O -7.04511 4.49469 -3.37327
H -5.47280 2.29336 -5.38335
H -4.83684 3.86172 -4.84909
H -5.19016 2.62199 -3.66060
H -7.63407 2.74766 -4.26431
H -7.84409 3.82155 -6.41952
H -6.62336 5.05787 -6.03002
C 2.73742 -7.27539 4.09820
C 1.31814 -6.76931 4.23634
C 0.84624 -5.94850 3.07225
O -0.14858 -5.12421 3.66811
C 0.20124 -4.98418 4.98093
O -0.30551 -4.21093 5.73813
O 1.20826 -5.84222 5.31219
H 2.80527 -8.04487 3.32599
H 3.42338 -6.46313 3.84278
H 3.08642 -7.69395 5.04514
H 0.64004 -7.60502 4.44216
H 0.41720 -6.55856 2.27541
H 1.62189 -5.30184 2.64996
C -3.81943 -3.12860 -2.36341
C -3.28437 -1.84306 -2.95513
C -4.27720 -0.71891 -2.97085
O -3.81233 0.07521 -4.05973
C -3.17390 -0.77315 -4.91413
O -2.81956 -0.48185 -6.01922
O -2.99518 -1.99876 -4.34363
H -3.96495 -3.03228 -1.28523
H -4.77263 -3.40725 -2.82077
H -3.12768 -3.95276 -2.55412
H -2.35596 -1.55471 -2.44931
H -4.27738 -0.14241 -2.04457
H -5.29979 -1.04191 -3.19058

Forces on the atoms, in the same order (eV/Å):
-0.356 1.085 1.583
1.068 -1.776 -0.468
-0.852 2.058 -1.587
0.460 0.135 0.073
-0.144 0.194 1.279
-1.089 1.173 -1.223
0.219 -0.719 0.230
-0.536 -0.675 -0.460
-0.100 0.190 0.905
1.311 2.067 0.657
-1.223 -1.257 -0.775
1.989 -1.661 2.650
-2.363 3.395 -2.464
0.344 0.059 0.925
1.299 0.662 -0.504
-0.071 -1.140 -1.370
-1.468 0.206 -0.104
-0.420 -0.677 1.498
0.779 -1.446 -0.431
-0.052 1.093 1.298
0.729 0.296 -1.531
-0.600 -1.448 0.656
0.890 1.395 0.584
1.330 0.576 -0.413
-1.134 -0.684 -1.065
0.544 -1.506 0.596
-0.577 -0.711 0.480
0.624 0.148 -1.430
-0.927 -1.072 0.513
-0.269 -0.133 -0.236
-0.585 1.208 0.071
0.512 0.434 0.235
-0.500 -0.562 -0.294
-0.110 -0.323 -0.004
0.043 0.695 0.260
0.711 -0.823 -0.122
0.013 -0.118 0.035
0.045 -0.056 0.096
0.118 0.069 0.085
0.135 -0.073 -0.064
0.044 -0.249 -0.037
-0.185 0.038 0.058
-0.112 0.291 -0.177
-0.883 -0.803 0.146
0.407 -0.490 0.191
-0.251 0.406 -0.258
0.222 0.942 -0.225
-0.211 -0.783 0.210
0.655 0.340 0.148
0.016 0.085 -0.009
0.204 -0.048 -0.056
0.151 -0.129 0.003
0.098 0.035 0.082
0.098 0.208 -0.012
-0.153 -0.054 -0.108
0.177 0.120 0.302
0.979 -0.732 -0.267
-0.224 -0.187 -0.600
0.080 0.130 0.597
-0.385 0.593 0.541
0.365 -0.504 -0.494
-0.586 0.525 -0.091
-0.022 0.027 0.106
-0.133 -0.003 -0.059
-0.100 -0.136 -0.136
-0.051 0.100 -0.057
-0.116 0.173 0.108
0.089 -0.133 0.105
0.218 0.108 0.289
0.946 -0.673 -0.218
-0.230 -0.189 -0.646
0.091 0.111 0.590
-0.401 0.705 0.659
0.345 -0.541 -0.576
-0.581 0.459 -0.139
-0.070 0.048 0.064
-0.135 -0.009 -0.043
-0.107 -0.086 -0.113
-0.054 0.087 -0.077
-0.114 0.170 0.092
0.109 -0.133 0.098
0.053 -0.298 -0.239
-0.342 -0.803 0.692
-0.183 0.405 0.747
0.333 -0.306 -0.557
0.240 0.157 -0.817
-0.256 -0.154 0.718
0.013 0.685 -0.412
0.047 0.059 -0.085
0.044 0.137 0.026
0.025 0.114 0.125
-0.065 0.100 -0.032
0.019 -0.004 -0.328
0.098 -0.186 0.009

Löwdin atomic charge list, values in e, 8 entries:
1. C -0.168
2. O -0.237
3. C -0.743
4. I 1.011
5. C -0.206
6. C -0.335
7. C -0.517
8. S 0.628